# 1
A structure of composition C36H84As2F24N5O13. Source: the Open Molecules 2025 dataset; level of theory: ωB97M-V/def2-TZVPD.

```
! wB97M-V def2-TZVPD RIJCOSX def2/J DEFGRID3
* xyz -1 1
As -24.93297 18.25748 -0.66389
As -22.34809 12.80000 5.33257
F -24.16278 19.84478 -0.94450
F -20.95786 12.30519 4.41985
F -18.75421 9.04010 -6.02891
F -14.98090 17.33182 2.54752
F -15.60811 16.26250 0.77128
F -26.25630 18.46685 -1.59924
F -24.38484 11.52895 -2.73792
F -23.68279 17.99412 0.49918
F -25.82639 19.02983 0.60862
F -21.27868 14.04709 5.97735
F -22.02438 11.70845 6.63859
F -23.27107 11.55682 4.59792
F -23.95689 17.57517 -1.92304
F -25.87059 10.81195 -4.06573
F -17.54586 10.79222 -5.81613
F -25.55556 16.62734 -0.24091
F -25.49207 12.94717 -4.08942
F -23.70351 13.50104 6.19613
F -17.13930 9.05904 -4.44836
F -29.00976 12.62688 2.00867
F -17.01427 16.62257 2.46142
F -29.33453 12.60434 4.18978
F -22.82138 13.82688 3.98234
F -28.86304 14.47972 3.14399
O -26.35973 13.21073 -1.54154
O -26.39621 13.93477 2.73220
O -28.81460 17.13060 1.00917
O -20.60430 19.65198 3.80705
O -26.55922 10.91488 -1.36298
O -18.39703 11.49290 -3.53897
O -15.42983 19.18948 0.45195
O -22.47843 15.13787 1.60419
O -17.13322 12.30544 2.16597
O -27.18137 15.62803 6.11307
O -19.79174 9.66801 -3.25309
O -26.64683 11.70730 3.13255
O -17.51901 18.23784 0.10128
N -20.24937 19.52002 0.75245
N -16.88004 11.49381 4.80050
N -24.68903 14.27137 0.50425
N -28.16904 14.75185 -0.10320
N -25.10495 15.48915 4.26084
C -16.52314 18.53748 1.02169
C -25.64068 17.74562 3.44718
C -26.72861 11.28159 5.62452
C -19.19219 10.49327 -4.19937
C -27.72466 10.46899 -0.69237
C -24.08272 11.89738 0.88572
C -20.78283 10.28175 -2.45486
C -21.36399 15.82986 1.11302
C -28.58125 13.18767 3.16022
C -25.57714 11.84753 -3.25449
C -23.88684 13.33462 1.29360
C -26.67685 12.01594 -2.19437
C -27.07898 13.00701 3.47057
C -16.75050 12.86155 4.43542
C -14.08220 19.76101 -1.51209
C -27.18970 9.63645 0.48579
C -15.34085 13.30271 4.18191
C -29.90306 16.27227 0.59824
C -21.57876 19.08670 4.70840
C -26.84329 10.72789 4.15150
C -17.60219 13.18823 3.18249
C -20.16814 20.67731 1.63270
C -20.33926 22.02765 0.98446
C -26.98641 16.68067 5.28014
C -26.32537 15.45497 7.16590
C -16.00730 17.16474 1.69186
C -29.46584 15.26507 -0.47150
C -18.13148 9.84454 -5.09751
C -20.28578 10.41833 -1.03105
C -22.42962 13.80631 1.30233
C -17.70159 12.66753 0.92607
C -21.11013 20.56696 2.80373
C -30.47916 14.13067 -0.69264
C -25.58061 16.80071 4.68774
C -29.17819 18.48825 1.25348
C -15.36501 19.10717 -1.11302
H -20.44325 15.22227 1.19988
H -19.09100 20.66153 2.03207
H -20.02070 22.82385 1.66253
H -21.35259 16.71950 1.82006
H -27.01662 13.19790 4.55311
H -14.14093 20.82568 -1.19094
H -22.10289 20.27751 2.41880
H -31.46158 14.48900 -1.16859
H -27.55070 15.49262 0.22941
H -27.64084 16.56998 4.44474
H -21.69722 9.69090 -2.44953
H -21.07802 19.61520 0.12230
H -28.33317 9.87998 -1.34310
H -16.39426 11.21452 5.68560
H -22.36235 18.48525 4.15123
H -29.94784 13.52815 -1.41396
H -20.93923 11.30874 -2.76796
H -17.10838 13.47915 5.28713
H -16.64837 10.89298 4.02941
H -25.99570 17.27743 2.56643
H -24.20586 15.19579 0.50362
H -18.65858 12.95415 3.32423
H -19.16367 10.49636 -0.96063
H -15.00272 12.61234 3.38536
H -27.16588 17.63442 5.69963
H -28.20676 14.00092 0.64064
H -28.26392 11.36639 -0.31640
H -29.90478 18.53984 2.13951
H -27.17862 13.66684 -1.18730
H -29.31304 15.81492 -1.38720
H -27.60337 11.78939 5.93810
H -16.84405 19.09030 1.85423
H -14.75358 13.27789 5.12796
H -30.29951 15.73928 1.46298
H -21.32989 16.09965 0.03088
H -28.23932 19.06028 1.48255
H -25.63904 14.33642 1.01188
H -21.38148 22.19733 0.74321
H -13.15581 19.33667 -1.17660
H -23.82549 11.18677 1.70409
H -17.51150 11.92007 0.16542
H -24.76707 14.98873 5.04357
H -26.52195 10.30236 1.06428
H -20.61735 9.64809 -0.32285
H -19.81824 11.01992 -4.92204
H -21.14576 21.50659 3.37622
H -27.60781 12.12210 -2.79070
H -20.97005 18.54645 5.43812
H -19.84041 22.14471 0.02878
H -26.14791 16.39274 7.70157
H -26.58276 10.41945 6.22355
H -26.83167 14.69245 7.81409
H -22.03258 19.82212 5.40695
H -15.45206 18.03071 -1.38816
H -25.41400 14.97481 6.80085
H -25.11684 11.68309 0.65588
H -24.38626 13.45398 2.28484
H -14.03558 19.71819 -2.59806
H -23.45822 11.66759 0.01556
H -16.23059 19.68485 -1.53285
H -17.41533 14.22348 2.90200
H -26.24280 18.59486 3.79107
H -26.05030 10.04606 3.93778
H -26.51169 8.75966 0.11856
H -18.44861 18.70810 0.20895
H -30.73354 16.88590 0.17886
H -17.43495 13.66920 0.62287
H -30.66460 13.57948 0.29382
H -29.62360 18.89551 0.34436
H -21.81025 13.26146 2.01526
H -18.49343 11.33358 -2.60944
H -27.86892 10.35223 4.04437
H -24.84861 17.26322 5.35714
H -25.77934 11.90218 5.66024
H -26.13528 14.67859 3.42005
H -22.03205 13.69096 0.21617
H -24.55652 18.07715 3.32871
H -28.05930 9.29573 1.04495
H -18.78261 12.76795 1.03242
H -24.86129 13.95605 -0.41710
H -24.25619 15.56877 3.71320
H -15.20357 14.29848 3.69638
H -20.58520 11.40830 -0.65133
H -20.36707 18.58307 1.21480
*
```

- Kohn-Sham gap: 8.871 eV
- Electronic energy: -9542.56122 hartree
- Highest occupied orbital energy: -6.820 eV

# 2
A cluster of 9 separate species, C36H84FN3O12S8 in total. Source: the Open Molecules 2025 dataset; level of theory: ωB97M-V/def2-TZVPD.

```
! wB97M-V def2-TZVPD RIJCOSX def2/J DEFGRID3
* xyz 0 1
S -0.08895 6.88293 3.19640
S 5.11945 -4.27561 -0.92970
S 7.85554 4.86081 -2.30239
S 5.47528 1.70279 -1.01364
S -1.61049 6.71236 -2.76459
S 3.94973 7.09629 1.23125
S -0.32795 -7.91708 0.38787
S -1.70309 -6.32585 5.29366
F -3.36411 1.72137 -3.34987
O 0.75419 0.57314 1.99058
O 5.03509 8.06060 0.88332
O 7.49337 4.60928 -0.88143
O -5.54347 -4.00543 1.69809
O -3.09198 -5.85600 5.05539
O 5.61838 1.03620 -2.34102
O 2.08498 -0.97051 0.94585
O 4.11704 -5.36803 -1.04475
O -1.72676 -7.46886 0.14377
O -3.45643 0.88991 2.45588
O 1.27720 6.38156 2.89097
O -0.98883 6.68217 -1.41506
N -4.83155 -0.00925 0.82341
N -1.94873 -4.68731 1.57878
N -5.64164 -2.99282 -1.27361
C -1.17365 5.17283 -3.57998
C -3.84515 -0.16992 -1.97366
C -0.58419 7.77624 -3.78514
C -1.13406 5.44495 3.44052
C 1.47804 -0.57093 1.95833
C -1.45312 0.34159 -3.03007
C -3.58508 0.47218 1.32952
C -3.21011 -0.80179 -0.73411
C 4.46431 -2.85641 -1.80805
C -1.81968 -7.91581 6.12437
C -2.70011 -2.74525 -2.45084
C -2.97323 0.38647 -3.11357
C 4.08699 5.71396 0.09421
C -2.51882 0.20755 0.25124
C -3.98746 -2.13257 1.42426
C -1.08156 -6.95133 3.73927
C 6.45604 5.68661 -3.06233
C -2.18590 4.06702 -0.00040
C -3.20942 -4.36192 2.26475
C -4.39819 -1.31147 0.18950
C 8.95871 6.27726 -2.31930
C -6.46439 -2.91101 -2.49082
C -1.18129 -0.32186 0.80818
C 4.61354 0.54510 0.05127
C 7.05463 1.57210 -0.17622
C -5.71661 -1.81236 -0.40522
C -2.23475 2.81464 0.59553
C -0.65707 0.25543 2.12558
C 2.44864 7.75426 0.50270
C -2.37334 -2.05240 -1.12623
C -2.23482 1.63764 -0.32217
C -0.07554 7.41102 4.91301
C 6.42660 -4.63595 -2.10876
C -0.41339 -9.53073 1.17571
C 0.30971 -8.51193 -1.18067
C -4.21211 -3.66024 1.32244
H -0.73432 -0.49397 2.91279
H 5.11555 -0.42213 0.02275
H -3.25345 -0.12895 -4.02747
H 3.59531 0.43656 -0.30947
H -6.20794 -0.99382 -0.92561
H -1.68383 4.36488 -3.05760
H -0.83222 -9.39800 2.16923
H -2.15554 -5.24782 0.76304
H -4.01014 -4.00386 0.31651
H -4.42999 0.68048 -1.63150
H -0.66977 4.77441 4.16403
H -3.01023 -3.75262 3.13949
H 1.28982 -8.96128 -1.02388
H -2.34899 -3.77137 -2.42242
H 0.40256 -7.65667 -1.84572
H -1.07167 -0.39568 -3.72682
H -6.01275 -3.75748 -0.73164
H 4.59657 0.93296 1.06976
H 5.22239 -2.07343 -1.85479
H -1.34017 4.73839 0.05238
H 2.63277 7.98269 -0.54750
H 5.01107 5.18022 0.31267
H -0.93251 7.73465 -4.81696
H -1.77860 -7.67974 3.32258
H 6.72350 5.99532 -4.07279
H 1.49815 -1.14256 2.89792
H -2.92593 1.91451 -1.12535
H -3.74224 -2.73942 -2.73022
H 0.31812 6.60978 5.53806
H 5.99213 -4.81472 -3.09205
H 8.50428 7.09905 -1.76588
H -1.03797 0.16489 -2.05174
H -0.09440 5.02646 -3.52648
H -1.05523 -10.19018 0.59158
H 9.88876 5.97898 -1.84105
H -3.67786 -5.29875 2.54356
H -2.32300 2.74848 1.67274
H -0.38330 -9.23875 -1.60410
H 5.63551 4.97266 -3.10230
H -2.35468 -2.79998 -0.34620
H -2.23341 -7.74611 7.11595
H -1.23091 4.94504 2.47913
H 6.94512 -5.52915 -1.76755
H -0.98306 -6.11098 3.04959
H -1.33447 -1.74474 -1.22485
H -4.55320 -1.80608 2.28908
H 7.12334 -3.79868 -2.14426
H -1.14793 1.13712 2.49164
H 6.17002 6.54846 -2.45821
H -7.35209 -3.53127 -2.41055
H -1.08855 7.67319 5.21783
H -6.35815 -2.03272 0.44314
H -5.38149 0.60471 0.24355
H 7.37802 0.52995 -0.18128
H -5.89773 -3.31608 -3.32966
H 0.45520 7.45497 -3.71763
H 0.59130 -9.94535 1.25548
H -2.14269 -2.27519 -3.25783
H -0.68074 8.79171 -3.40763
H -1.20283 -1.39999 0.91966
H 7.76695 2.19237 -0.71067
H -2.93032 -2.04746 1.65330
H 3.59803 -2.49034 -1.25952
H 3.23402 5.04928 0.23407
H -1.07436 1.29565 -3.38376
H -0.82444 -8.35105 6.21317
H -3.04487 4.32954 -0.61166
H -1.50496 5.20661 -4.61781
H -5.62120 -3.79623 2.62891
H 0.56721 8.28536 4.98566
H -0.40293 -0.14665 0.06979
H 4.16497 -3.15396 -2.81294
H 6.95104 1.93907 0.84408
H 9.15312 6.56972 -3.35105
H 4.11347 6.08588 -0.93084
H 1.64909 7.03104 0.60407
H -0.10426 -7.41007 3.90420
H -2.47838 -8.57487 5.55855
H 2.19024 8.66443 1.03993
H -6.71176 -1.88879 -2.75458
H -1.26198 1.66047 -0.79234
H -4.57823 -0.82797 -2.41962
H -1.49914 -3.82447 1.30527
H -2.11720 5.76373 3.78669
*
```

- ΔE to the lowest compared entry with this formula, charge and spin: 15.94 kcal/mol
- Kohn-Sham gap: 8.097 eV
- Electronic energy: -5774.16735 hartree
- Highest occupied orbital energy: -7.770 eV

# 3
A cluster of 7 separate species, C36H84N4O6S3 in total. Source: the Open Molecules 2025 dataset; level of theory: ωB97M-V/def2-TZVPD.

```
! wB97M-V def2-TZVPD RIJCOSX def2/J DEFGRID3
* xyz 1 2
S -5.30377 -0.83498 -5.17004
S -0.66792 -2.94682 6.46856
S 1.43478 0.89016 5.57090
O 0.51229 -2.07085 6.85074
O 2.74601 0.98720 6.21035
O -6.66948 -0.38695 -5.47002
O -4.71895 -1.98196 -5.87186
O -1.97372 -2.79589 7.19728
O 0.99650 -0.20783 4.74353
N -5.08098 -5.09847 -0.38086
N 5.70254 2.09162 1.45081
N 1.91433 5.29182 -4.60527
N 1.76259 -0.71119 -0.92703
C -4.07742 -4.40392 -1.14512
C 0.39235 -0.71790 -1.38535
C -0.34049 3.07493 5.60681
C 2.86446 4.96546 -5.73464
C -1.04892 -2.76286 4.67291
C 0.03591 -0.55636 -2.84375
C -4.27738 0.74980 -5.52433
C 4.39719 0.55052 2.97058
C 4.97801 2.20866 0.19819
C -4.93417 -0.79728 -3.45327
C 1.92793 -0.74333 0.56944
C 0.85724 2.48403 4.74837
C -5.81820 -7.20985 0.62587
C -0.37693 2.35356 6.97232
C 2.02972 7.76228 -4.21633
C -3.80970 1.38002 -4.20239
C 0.12492 0.86222 6.96641
C 1.86810 3.64835 -2.75847
C -4.60571 0.72885 -3.11365
C 1.16331 6.55198 -4.70894
C -5.12415 -6.53124 -0.54504
C -6.35651 -4.48890 -0.59731
C -0.25047 -4.74458 6.31856
C -1.19396 -5.21419 5.21358
C 5.69809 1.57745 -1.04715
C 5.66252 0.82837 2.18618
C 2.74809 -1.61410 -1.65680
C 2.25089 5.26767 -7.13702
C -3.54365 -3.15171 -0.31835
C 5.54278 3.24657 2.35291
C -1.05048 -4.20845 4.08071
C 6.11365 4.62021 1.87743
C 2.50142 5.03439 -3.26341
C -7.02566 -4.73321 -1.99676
C 2.34038 -3.07244 -1.36800
C 0.99636 -1.60723 1.43112
H -0.11906 -4.47224 3.57973
H -1.88944 -4.43993 3.42445
H -0.68761 0.31022 6.49397
H 0.76352 6.71892 -5.70914
H -5.81541 -1.10422 -2.88998
H -3.63625 2.45409 -4.26862
H 1.73342 3.12208 4.63300
H -5.59397 -6.81656 -1.48629
H -0.08647 -1.57242 -0.90720
H 4.03485 1.66290 0.22444
H -5.50255 1.34784 -3.13874
H -5.53684 -8.26059 0.69572
H -5.56222 -6.76663 1.58822
H 4.46511 3.24529 2.51639
H -8.04582 -4.35119 -1.95891
H -0.36134 -5.14348 7.32687
H -6.90688 -7.22477 0.57435
H 2.09193 -3.48120 -2.34744
H 0.97778 3.86629 -2.16861
H 2.86302 4.71217 -7.84752
H 3.04514 7.62978 -4.58979
H -0.17450 0.05998 -0.87380
H 6.69141 1.90039 -1.35880
H 0.58890 -1.07742 -3.62528
H 2.28804 6.35108 -7.25080
H -4.89760 1.29213 -6.23799
H 2.01452 8.10315 -3.18111
H -1.02964 -6.22415 4.83796
H -1.24364 2.80302 5.06047
H -4.05282 -1.43174 -3.35949
H -1.98152 -2.19987 4.63557
H 5.73251 0.10830 1.37090
H 5.68928 4.87885 0.90732
H 3.59937 0.98787 2.37033
H -7.17172 -4.68337 0.09962
H 2.04562 5.73593 -2.56470
H 1.25620 4.83656 -7.25029
H -1.44099 2.30056 7.20269
H 0.07751 -1.06226 1.64746
H 2.51065 3.27724 -1.96003
H -2.58105 -2.72660 -0.60255
H 7.15974 4.62117 1.57118
H 0.26862 6.42006 -4.10048
H 1.65630 8.70695 -4.61162
H 3.05501 3.89674 -5.63643
H -4.38107 -4.13704 -2.15739
H 2.06201 0.31055 0.81330
H 4.15730 -0.49984 3.13575
H 4.46250 1.21567 3.83163
H -2.83908 0.92625 -4.00215
H 0.71319 -4.90227 5.83420
H 5.85405 0.51667 -0.85093
H 3.80419 -1.40993 -1.48054
H 0.11152 2.98990 7.71027
H 6.48171 0.74445 2.90032
H -4.39252 0.96961 -2.07216
H 0.58528 0.41665 7.84825
H 1.48123 -3.11075 -0.69831
H 0.58176 2.36063 3.70100
H -1.03691 -0.74802 -2.82348
H -3.10067 -4.87029 -1.27376
H 1.34411 2.88267 -3.33055
H -0.42389 4.16012 5.66595
H -3.69613 -3.40876 0.72987
H 3.24890 -3.58689 -1.05489
H -4.28815 -2.37185 -0.47850
H 5.11493 1.54905 -1.96760
H -0.34417 -2.07820 4.20104
H 3.85483 5.37841 -5.54297
H -7.04821 -5.81661 -2.11440
H 2.89225 -1.23583 0.69445
H 1.47603 -1.85139 2.37896
H 6.12550 5.39409 2.64493
H 0.72606 -2.61402 1.11268
H -3.39791 0.36732 -6.04236
H -6.22551 -3.42950 -0.37685
H 2.67810 -1.47221 -2.73526
H -4.08426 -6.84829 -0.46622
H 0.16754 0.45153 -3.23736
H -6.47646 -4.32021 -2.84288
H 6.02053 2.92296 3.27764
H 3.55641 5.25339 -3.09864
H 4.85973 3.26045 -0.06226
H -2.23003 -5.23236 5.55170
*
```

- Kohn-Sham gap (alpha / beta): 7.432 / 3.306 eV
- Electronic energy: -3286.46741 hartree
- Highest occupied orbital energy (alpha / beta): -9.929 / -9.928 eV